1.
{"formula": "C5H6ErLiO4", "method": "ωB97M-V with the def2-TZVPD basis set", "symbols": ["Er", "O", "O", "O", "O", "C", "C", "C", "C", "C", "Li", "H", "H", "H", "H", "H", "H"], "coordinates": [[-4.21631, -2.64232, 1.00374], [-0.90193, 0.09862, -1.33076], [-3.03234, 0.11357, -2.02521], [3.11197, -0.00494, 2.65090], [-2.43314, -1.34447, -0.41165], [2.88810, 0.59859, 1.62804], [1.49515, 0.82656, 1.10784], [-0.01741, -0.32774, -0.54910], [1.26338, 0.33783, -0.36546], [-2.31207, -0.46455, -1.24871], [-4.77898, 0.19718, -2.64819], [3.70973, 0.78999, 0.90164], [1.39797, 1.14247, -1.09653], [-0.25716, -1.20874, 0.06628], [1.98784, -0.45628, -0.64371], [0.77667, 0.42950, 1.83457], [1.31850, 1.91472, 1.12633]], "forces_ev_per_angstrom": [[1.163, 0.506, -0.616], [-4.859, 0.997, -2.398], [-1.664, -0.080, -0.510], [0.034, 0.705, -0.605], [-1.935, -2.233, 1.999], [-0.054, -0.991, -0.252], [-1.047, 0.761, 0.323], [1.521, -2.495, 3.415], [1.220, -0.541, -0.757], [3.788, 2.090, -0.671], [0.434, 0.448, -0.462], [0.319, 0.212, 0.430], [0.019, 0.003, 0.307], [0.277, 0.378, -0.317], [0.121, 0.541, 0.308], [0.247, -0.207, -0.241], [0.420, -0.094, 0.046]], "spin_multiplicity": 5, "max_force_ev_per_a": 5.510, "total_energy_ev": -41264.07577, "orbital_gap_ev": [2.7, 6.1], "e_homo_ev": [-15.08, -19.55], "charge": 3}



2.
{"formula": "C3H3N3S", "method": "ωB97M-V with the def2-TZVPD basis set", "symbols": ["S", "N", "N", "N", "C", "C", "C", "H", "H", "H"], "coordinates": [[-0.77847, 2.18583, -0.14120], [0.63883, -1.59730, -0.18207], [-3.07322, -0.70880, 0.13936], [1.61903, 0.58283, -0.01376], [-0.70101, 0.53282, -0.20770], [0.51251, -0.24741, 0.02440], [-2.03807, -0.07384, -0.06971], [-0.27904, -2.26375, -0.65281], [2.42685, 0.12818, 0.20951], [1.67258, 1.46146, 0.89398]], "forces_ev_per_angstrom": [[0.153, -1.157, -0.440], [-2.518, 1.974, -0.694], [6.495, 4.250, -1.421], [-1.195, 4.277, 4.293], [-2.855, 1.867, 1.537], [0.193, -4.535, -2.825], [-5.029, -4.657, 0.953], [2.918, 3.407, 2.232], [2.751, -2.105, 0.157], [-0.914, -3.322, -3.793]], "spin_multiplicity": 1, "max_force_ev_per_a": 7.891, "total_energy_ev": -18460.93311, "orbital_gap_ev": 7.3, "e_homo_ev": -9.76, "charge": 0, "e_above_lowest_kj_mol": 400.41}



3.
{"formula": "C4H11N2O", "method": "ωB97M-V with the def2-TZVPD basis set", "symbols": ["O", "N", "N", "C", "C", "C", "C", "H", "H", "H", "H", "H", "H", "H", "H", "H", "H", "H"], "coordinates": [[0.39118, -0.23304, 2.77803], [0.94428, 1.66109, -1.52247], [-0.61580, -0.61698, -2.54995], [-1.58608, 0.31490, 1.52732], [0.46197, -0.74979, -1.64585], [-0.64714, -0.79207, 2.10350], [1.34855, 0.31873, -0.99621], [0.90359, -1.76490, -1.52991], [-2.55644, -0.17172, 1.29245], [1.40489, 0.29097, 0.09557], [2.36831, 0.13801, -1.38429], [-1.24128, 0.76530, 0.59544], [0.32219, 2.10450, -0.86239], [-0.28163, -1.41985, 1.26715], [-1.82180, 1.09292, 2.25870], [-0.75941, -0.55460, -1.35058], [0.33652, 1.40953, -2.31587], [-1.33034, -1.47736, 2.70814]], "forces_ev_per_angstrom": [[-0.089, -0.373, 0.379], [0.307, -0.242, 0.120], [-0.014, 0.905, 0.321], [-1.024, -1.086, -0.256], [0.729, -1.549, 0.894], [0.536, 1.198, 0.339], [-0.078, 0.709, -1.626], [0.166, 0.114, 0.059], [0.058, 0.194, -0.184], [-0.264, -0.007, 0.005], [0.195, 0.053, 0.233], [0.311, 0.055, 0.080], [-0.139, -0.033, 0.205], [-0.353, -0.079, -0.280], [0.375, -0.045, 0.162], [-0.857, -0.036, -0.669], [-0.060, 0.050, 0.186], [0.200, 0.171, 0.032]], "spin_multiplicity": 2, "max_force_ev_per_a": 1.931, "total_energy_ev": -9346.26510, "orbital_gap_ev": [4.4, 6.1], "e_homo_ev": [3.01, 1.28], "charge": -2, "e_above_lowest_kj_mol": 313.49}



4.
{"formula": "CH4N2O3", "method": "ωB97M-V with the def2-TZVPD basis set", "symbols": ["O", "O", "O", "N", "N", "C", "H", "H", "H", "H"], "coordinates": [[3.16269, 5.42486, 4.26690], [0.00832, 4.84511, 5.21720], [-3.03721, -5.31789, -4.79351], [1.25839, 4.98542, 5.04876], [1.91299, 5.71925, 4.28922], [-1.73754, -5.12508, -4.89274], [-1.05182, -4.82695, -3.85754], [1.99398, 4.40407, 5.55141], [-1.07123, -5.85698, -5.22247], [-1.43858, -4.25179, -5.60723]], "forces_ev_per_angstrom": [[0.775, -1.213, 0.673], [-0.077, 0.535, -0.740], [0.091, -0.447, 0.235], [-1.189, -7.674, 7.619], [1.863, 8.500, -7.746], [0.442, 3.350, 1.330], [-1.402, -0.157, -1.239], [-1.354, -0.100, 0.234], [1.006, -2.470, -0.987], [-0.154, -0.323, 0.621]], "spin_multiplicity": 3, "max_force_ev_per_a": 11.650, "total_energy_ev": -10216.53330, "orbital_gap_ev": [5.2, 6.5], "e_homo_ev": [1.08, -0.83], "charge": -2}